P:
Molecular formula: C4H28BO22
Method: DFT, ωB97M-V/def2-TZVPD

Its charge is -1. The frontier orbital gap is 9.81 eV. The lowest unoccupied orbital energy comes out at 1.58 eV.

Element x y z (Å)
H1 28.972 15.452 -23.682
H2 27.321 17.213 -29.242
C1 28.564 9.247 -24.851
O1 29.907 10.059 -26.546
H3 28.007 13.660 -29.629
C2 30.098 13.283 -25.982
H4 32.859 14.943 -23.382
O2 31.043 5.910 -23.664
H5 25.830 6.407 -25.648
O3 27.925 11.624 -22.224
H6 27.278 11.070 -21.788
H7 29.975 15.683 -24.791
H8 32.445 10.533 -24.202
O4 28.138 14.296 -27.124
C3 28.729 13.270 -26.713
H9 27.366 6.997 -27.729
O5 30.272 12.120 -25.471
O6 28.879 4.909 -26.129
O7 29.329 15.986 -29.325
H10 27.582 7.733 -29.034
H11 32.175 8.886 -25.175
O8 27.735 6.891 -28.606
H12 26.770 10.042 -27.907
H13 27.465 16.870 -27.775
H14 26.658 7.617 -25.272
O9 28.319 11.963 -26.764
H15 25.483 7.487 -22.936
O10 30.869 14.258 -25.971
H16 30.354 5.491 -24.181
C4 29.539 8.910 -25.997
H17 30.050 16.611 -29.403
H18 28.009 4.648 -25.826
O11 32.906 15.455 -24.190
O12 28.082 8.415 -24.075
O13 27.263 9.770 -28.681
H19 28.253 11.089 -22.946
H20 29.484 15.543 -28.491
H21 31.277 6.691 -24.165
O14 29.685 16.032 -23.949
O15 27.559 13.482 -30.456
H22 24.139 8.114 -23.241
H23 33.417 11.634 -24.568
H24 32.171 15.141 -24.717
O16 28.445 10.480 -24.762
H25 28.789 5.836 -26.347
H26 27.866 12.613 -30.713
H27 28.105 10.218 -28.600
H28 33.199 8.309 -24.222
O17 25.000 7.945 -23.624
O18 32.261 8.470 -24.317
O19 32.877 11.310 -23.847
O20 29.883 7.779 -26.334
O21 26.810 17.012 -28.458
B1 29.190 11.181 -25.873
O22 26.629 6.879 -25.881

For each atom in turn, the Mulliken charge in e is: atom 1 (H): 0.312, atom 2 (H): 0.302, atom 3 (C): 0.799, atom 4 (O): -0.630, atom 5 (H): 0.346, atom 6 (C): 0.538, atom 7 (H): 0.310, atom 8 (O): -0.653, atom 9 (H): 0.240, atom 10 (O): -0.678, atom 11 (H): 0.296, atom 12 (H): 0.361, atom 13 (H): 0.330, atom 14 (O): -0.541, atom 15 (C): 0.613, atom 16 (H): 0.313, atom 17 (O): -0.504, atom 18 (O): -0.673, atom 19 (O): -0.580, atom 20 (H): 0.365, atom 21 (H): 0.296, atom 22 (O): -0.632, atom 23 (H): 0.306, atom 24 (H): 0.304, atom 25 (H): 0.198, atom 26 (O): -0.413, atom 27 (H): 0.314, atom 28 (O): -0.870, atom 29 (H): 0.365, atom 30 (C): 0.522, atom 31 (H): 0.261, atom 32 (H): 0.291, atom 33 (O): -0.656, atom 34 (O): -0.729, atom 35 (O): -0.605, atom 36 (H): 0.456, atom 37 (H): 0.292, atom 38 (H): 0.356, atom 39 (O): -0.624, atom 40 (O): -0.639, atom 41 (H): 0.267, atom 42 (H): 0.323, atom 43 (H): 0.394, atom 44 (O): -0.564, atom 45 (H): 0.349, atom 46 (H): 0.290, atom 47 (H): 0.303, atom 48 (H): 0.294, atom 49 (O): -0.586, atom 50 (O): -0.730, atom 51 (O): -0.604, atom 52 (O): -0.638, atom 53 (O): -0.619, atom 54 (B): 1.343, atom 55 (O): -0.481

***

Q:
Molecular formula: C4H28BO22
Method: DFT, ωB97M-V/def2-TZVPD

Its charge is -1. The frontier orbital gap is 10.28 eV. The lowest unoccupied orbital energy comes out at 2.13 eV.

Element x y z (Å)
B1 26.672 -21.362 -15.669
O1 26.267 -26.244 -12.923
O2 25.498 -17.190 -18.316
H1 28.060 -24.910 -18.336
O3 29.403 -15.621 -14.293
O4 25.413 -21.590 -16.429
H2 29.986 -21.955 -17.631
O5 24.029 -19.066 -16.313
H3 26.692 -18.090 -11.076
H4 27.675 -20.769 -18.943
O6 23.164 -22.773 -11.832
H5 23.749 -20.966 -19.401
H6 23.668 -18.170 -16.322
O7 29.807 -22.476 -13.785
H7 25.466 -17.586 -17.439
H8 26.396 -16.831 -18.377
H9 30.156 -23.209 -13.269
H10 28.810 -17.441 -19.710
O8 22.560 -23.280 -18.792
C1 25.483 -22.943 -14.553
O9 25.177 -23.766 -13.746
H11 27.593 -23.913 -17.279
C2 27.638 -19.295 -15.769
O10 27.218 -20.441 -19.728
H12 26.988 -18.771 -12.411
H13 23.499 -19.532 -15.656
H14 23.490 -23.063 -18.887
H15 26.527 -16.633 -14.599
H16 27.595 -15.588 -14.262
O11 26.273 -18.384 -11.891
O12 27.471 -24.160 -18.203
C3 28.333 -20.229 -16.755
H17 25.618 -25.521 -12.977
H18 28.872 -22.687 -13.907
H19 29.486 -15.947 -15.201
H20 22.338 -22.966 -17.906
H21 28.711 -17.944 -18.273
O13 23.506 -22.637 -15.913
O14 26.792 -20.038 -15.069
H22 30.020 -14.882 -14.234
O15 26.697 -22.408 -14.644
H23 26.135 -26.747 -13.732
O16 28.426 -17.226 -18.855
O17 26.661 -15.680 -14.543
H24 30.821 -22.942 -18.442
O18 30.670 -22.637 -17.542
H25 26.283 -20.466 -19.496
C4 24.657 -22.385 -15.713
H26 23.301 -21.879 -12.162
H27 23.942 -23.262 -12.130
O19 27.712 -18.111 -15.708
O20 27.813 -21.434 -16.636
O21 23.206 -20.348 -18.906
O22 29.148 -19.949 -17.595
H28 23.797 -19.980 -18.230

For each atom in turn, the Mulliken charge in e is: atom 1 (B): 1.538, atom 2 (O): -0.631, atom 3 (O): -0.625, atom 4 (H): 0.266, atom 5 (O): -0.642, atom 6 (O): -0.412, atom 7 (H): 0.317, atom 8 (O): -0.464, atom 9 (H): 0.283, atom 10 (H): 0.391, atom 11 (O): -0.622, atom 12 (H): 0.298, atom 13 (H): 0.237, atom 14 (O): -0.613, atom 15 (H): 0.259, atom 16 (H): 0.335, atom 17 (H): 0.282, atom 18 (H): 0.272, atom 19 (O): -0.630, atom 20 (C): 0.208, atom 21 (O): -0.735, atom 22 (H): 0.292, atom 23 (C): 0.076, atom 24 (O): -0.689, atom 25 (H): 0.309, atom 26 (H): 0.196, atom 27 (H): 0.272, atom 28 (H): 0.349, atom 29 (H): 0.371, atom 30 (O): -0.587, atom 31 (O): -0.593, atom 32 (C): 0.840, atom 33 (H): 0.380, atom 34 (H): 0.342, atom 35 (H): 0.340, atom 36 (H): 0.380, atom 37 (H): 0.333, atom 38 (O): -0.616, atom 39 (O): -0.949, atom 40 (H): 0.268, atom 41 (O): -0.525, atom 42 (H): 0.297, atom 43 (O): -0.628, atom 44 (O): -0.680, atom 45 (H): 0.268, atom 46 (O): -0.671, atom 47 (H): 0.317, atom 48 (C): 0.757, atom 49 (H): 0.298, atom 50 (H): 0.352, atom 51 (O): -0.407, atom 52 (O): 0.004, atom 53 (O): -0.624, atom 54 (O): -0.752, atom 55 (H): 0.366

***

The relative energies come out as P 0.457; Q 0.000, with values in eV.

***

P:
Molecular formula: CH2F2NO2S
Method: DFT, ωB97M-V/def2-TZVPD

Its charge is -1. The frontier orbital gap is 8.21 eV. The lowest unoccupied orbital energy comes out at 4.16 eV.

Element x y z (Å)
O1 0.074 1.806 -2.040
C1 0.096 -0.768 0.814
O2 -1.367 1.573 -0.097
N1 0.756 0.241 -0.024
H1 1.323 -0.236 -0.760
F1 1.045 -1.341 1.666
F2 -0.609 -1.755 0.164
S1 -0.620 0.825 -1.143
H2 -0.697 -0.345 1.420

For each atom in turn, the Mulliken charge in e is: atom 1 (O): -0.616, atom 2 (C): 0.369, atom 3 (O): -0.620, atom 4 (N): -0.481, atom 5 (H): 0.242, atom 6 (F): -0.261, atom 7 (F): -0.275, atom 8 (S): 0.507, atom 9 (H): 0.134

***

Q:
Molecular formula: CH2F2NO2S
Method: DFT, ωB97M-V/def2-TZVPD

Its charge is -1. The frontier orbital gap is 9.32 eV. The lowest unoccupied orbital energy comes out at 3.81 eV.

Element x y z (Å)
N1 1.055 0.639 0.033
H1 1.222 1.259 0.761
O1 -1.191 1.158 0.949
F1 0.635 -1.829 -1.187
F2 -0.430 -1.370 1.264
C1 -1.141 -1.185 0.117
H2 1.512 -0.205 -0.198
O2 -1.054 1.020 -1.507
S1 -0.608 0.512 -0.231

For each atom in turn, the Mulliken charge in e is: atom 1 (N): -0.530, atom 2 (H): 0.261, atom 3 (O): -0.685, atom 4 (F): -0.759, atom 5 (F): -0.101, atom 6 (C): 0.010, atom 7 (H): 0.312, atom 8 (O): -0.629, atom 9 (S): 1.121

***

The relative energies come out as P 0.000; Q 3.491, with values in eV.

***

P:
Molecular formula: C3H9NO3S
Method: DFT, ωB97M-V/def2-TZVPD

The frontier orbital gap (spin up / spin down) is 8.25 / 8.25 eV. The lowest unoccupied orbital energy (spin up / spin down) comes out at 0.34 / 0.34 eV.

Element x y z (Å)
O1 1.739 1.048 1.091
C1 -0.355 -1.913 -0.232
H1 0.329 -2.183 -1.090
H2 -1.366 -2.253 -0.505
H3 -0.256 2.068 1.455
C2 -0.078 -0.436 0.105
H4 -1.865 -0.477 0.739
S1 1.605 -0.153 0.316
H5 -2.012 1.636 1.981
H6 -0.524 1.683 -1.804
H7 -0.804 2.061 -2.338
H8 -0.003 -2.523 0.634
N1 -1.037 0.267 0.728
O2 2.385 -1.284 0.579
C3 -1.115 1.400 1.374
H9 1.368 0.832 -1.717
O3 1.989 0.227 -1.318

For each atom in turn, the Mulliken charge in e is: atom 1 (O): -0.645, atom 2 (C): -1.375, atom 3 (H): 0.289, atom 4 (H): 0.496, atom 5 (H): 0.287, atom 6 (C): 0.171, atom 7 (H): 0.274, atom 8 (S): 1.197, atom 9 (H): 0.242, atom 10 (H): -0.259, atom 11 (H): 0.222, atom 12 (H): 0.302, atom 13 (N): -0.093, atom 14 (O): -0.569, atom 15 (C): -0.376, atom 16 (H): 0.325, atom 17 (O): -0.488

***

Q:
Molecular formula: C3H9NO3S
Method: DFT, ωB97M-V/def2-TZVPD

The frontier orbital gap is 9.79 eV. The lowest unoccupied orbital energy comes out at 0.49 eV.

Element x y z (Å)
H1 -0.800 2.479 -0.013
C1 0.252 2.082 -0.030
H2 1.067 -1.792 -0.892
N1 1.345 -0.127 0.367
H3 -2.247 -1.919 -0.908
H4 1.345 0.135 1.379
H5 0.092 0.405 -1.425
S1 -1.454 -0.051 0.107
O1 -1.708 -0.432 1.472
C2 1.306 -1.584 0.122
H6 2.160 -2.166 0.400
H7 0.953 2.649 -0.551
H8 0.416 -2.066 0.654
O2 -2.410 0.819 -0.550
C3 0.346 0.587 -0.344
H9 0.707 2.352 0.996
O3 -1.368 -1.370 -0.783

For each atom in turn, the Mulliken charge in e is: atom 1 (H): 0.351, atom 2 (C): -1.163, atom 3 (H): 0.344, atom 4 (N): -0.380, atom 5 (H): 0.347, atom 6 (H): 0.313, atom 7 (H): 0.404, atom 8 (S): 1.087, atom 9 (O): -0.592, atom 10 (C): -0.829, atom 11 (H): 0.317, atom 12 (H): 0.380, atom 13 (H): 0.279, atom 14 (O): -0.639, atom 15 (C): -0.047, atom 16 (H): 0.304, atom 17 (O): -0.477

***

The relative energies come out as P 2.514; Q 0.000, with values in eV.

***

P:
Molecular formula: C17H24N6O3
Method: DFT, ωB97M-V/def2-TZVPD

The frontier orbital gap is 8.57 eV. The lowest unoccupied orbital energy comes out at 0.40 eV.

Element x y z (Å)
C1 -4.056 3.076 -0.353
N1 1.581 0.768 1.989
H1 7.877 1.870 -0.288
H2 -3.932 4.107 -0.043
C2 1.508 -0.219 0.942
H3 -1.682 0.651 2.741
H4 -2.399 2.946 1.969
C3 -2.214 -2.229 -1.318
H5 1.488 0.258 2.879
H6 -2.331 -1.833 2.074
C4 -4.980 1.362 -1.810
N2 5.460 1.287 -0.516
O1 -1.759 -1.602 -2.244
H7 -3.662 -2.100 0.930
H8 5.457 2.283 -0.701
H9 -3.513 -3.481 -0.687
C5 -4.392 0.348 -1.074
C6 6.521 0.605 -1.093
H10 3.432 1.489 -0.130
C7 -1.654 -2.178 0.089
N3 -2.615 2.097 1.475
H11 5.589 -0.998 -1.507
H12 -0.241 -0.976 -0.834
H13 -1.442 -3.202 0.448
N4 -0.416 -1.430 0.050
H14 4.931 -0.932 0.862
H15 4.175 0.344 1.795
C8 -3.456 2.047 0.377
C9 -2.686 -1.590 1.072
C10 4.078 -0.252 0.877
N5 6.535 -0.598 -1.527
C11 -2.301 0.817 1.855
O2 0.076 -1.630 2.248
H16 -5.273 3.477 -2.069
C12 -2.856 -0.099 0.990
C13 -4.799 2.717 -1.458
C14 -3.629 0.686 0.051
H17 0.772 1.385 1.936
O3 -3.292 -3.009 -1.499
H18 -4.547 -0.694 -1.380
H19 1.384 0.306 -0.015
C15 4.151 0.700 -0.324
H20 -5.572 1.145 -2.689
H21 8.457 0.875 -1.495
C16 0.319 -1.157 1.147
H22 2.729 -1.697 0.047
N6 7.665 1.410 -1.163
C17 2.780 -1.055 0.926
H23 3.839 0.178 -1.238
H24 2.785 -1.692 1.825

For each atom in turn, the Mulliken charge in e is: atom 1 (C): -0.929, atom 2 (N): -0.662, atom 3 (H): 0.236, atom 4 (H): 0.372, atom 5 (C): 0.405, atom 6 (H): 0.583, atom 7 (H): 0.203, atom 8 (C): 0.330, atom 9 (H): 0.354, atom 10 (H): 0.458, atom 11 (C): -0.899, atom 12 (N): -0.213, atom 13 (O): -0.577, atom 14 (H): 0.705, atom 15 (H): 0.284, atom 16 (H): 0.388, atom 17 (C): -0.201, atom 18 (C): 0.502, atom 19 (H): 0.446, atom 20 (C): -0.150, atom 21 (N): -0.025, atom 22 (H): 0.289, atom 23 (H): 0.328, atom 24 (H): 0.274, atom 25 (N): -0.006, atom 26 (H): 0.474, atom 27 (H): 0.239, atom 28 (C): -0.544, atom 29 (C): -1.289, atom 30 (C): -0.458, atom 31 (N): -0.797, atom 32 (C): -1.012, atom 33 (O): -0.680, atom 34 (H): 0.371, atom 35 (C): 0.877, atom 36 (C): -0.417, atom 37 (C): 1.128, atom 38 (H): 0.257, atom 39 (O): -0.488, atom 40 (H): 0.401, atom 41 (H): 0.346, atom 42 (C): -1.019, atom 43 (H): 0.398, atom 44 (H): 0.283, atom 45 (C): -0.025, atom 46 (H): 0.353, atom 47 (N): -0.531, atom 48 (C): -0.982, atom 49 (H): 0.275, atom 50 (H): 0.343

***

Q:
Molecular formula: C17H24N6O3
Method: DFT, ωB97M-V/def2-TZVPD

The frontier orbital gap is 7.48 eV. The lowest unoccupied orbital energy comes out at -0.49 eV.

Element x y z (Å)
C1 4.891 3.523 -1.457
H1 3.712 0.381 -1.271
C2 -2.748 -1.653 2.254
C3 2.923 2.047 -0.168
H2 -1.180 -2.908 0.140
C4 -0.158 -1.027 -0.967
H3 -3.116 -0.683 0.378
H4 1.568 4.971 0.464
H5 -3.021 -3.846 -0.179
H6 0.365 0.584 1.243
H7 3.531 5.364 -0.690
C5 -0.648 -1.361 3.453
C6 -2.382 -2.840 -0.080
H8 0.892 -0.627 4.447
C7 -3.515 -2.164 -2.353
H9 -3.146 -2.698 2.779
H10 -2.247 -2.150 4.897
C8 3.767 4.280 -0.988
H11 -1.408 -3.321 -2.151
C9 -2.072 -2.430 -1.644
H12 -0.696 -1.653 1.423
C10 1.029 0.378 0.501
N1 0.773 -0.971 3.464
N2 -1.347 -1.416 2.250
H13 -3.268 -0.856 2.866
H14 1.470 -0.592 0.957
C11 -3.168 -1.825 0.733
H15 5.703 3.986 -2.115
H16 1.247 -0.412 2.669
C12 4.798 2.038 -1.542
C13 1.073 2.899 0.898
C14 0.669 0.178 -0.965
H17 -4.335 -2.147 0.543
H18 -1.599 0.775 -1.409
H19 0.307 3.142 1.713
H20 5.497 1.545 -2.185
H21 0.692 2.334 -1.002
H22 -1.523 -0.257 -2.220
C15 3.811 1.351 -0.953
O1 -3.795 -0.922 -2.419
N3 0.090 1.306 -1.662
H23 -5.383 -2.880 -2.769
N4 1.737 3.979 0.354
N5 -1.264 -1.212 -1.683
N6 -1.175 -1.907 4.658
C16 2.953 3.462 -0.123
O2 0.184 -1.858 -0.150
C17 1.620 1.642 0.539
H24 1.655 0.083 -1.582
O3 -4.450 -3.168 -2.610

For each atom in turn, the Mulliken charge in e is: atom 1 (C): -0.531, atom 2 (H): 0.566, atom 3 (C): -1.007, atom 4 (C): 1.227, atom 5 (H): 0.343, atom 6 (C): -0.313, atom 7 (H): 0.065, atom 8 (H): 0.261, atom 9 (H): 0.397, atom 10 (H): 0.446, atom 11 (H): 0.249, atom 12 (C): 0.335, atom 13 (C): -0.659, atom 14 (H): 0.333, atom 15 (C): 0.318, atom 16 (H): 0.288, atom 17 (H): 0.217, atom 18 (C): -0.607, atom 19 (H): 0.304, atom 20 (C): -0.074, atom 21 (H): 0.103, atom 22 (C): -0.164, atom 23 (N): -0.452, atom 24 (N): 0.212, atom 25 (H): 0.380, atom 26 (H): 0.473, atom 27 (C): -0.230, atom 28 (H): 0.294, atom 29 (H): 0.319, atom 30 (C): -0.637, atom 31 (C): -0.885, atom 32 (C): 1.805, atom 33 (H): 0.295, atom 34 (H): 0.247, atom 35 (H): 0.300, atom 36 (H): 0.406, atom 37 (H): 0.476, atom 38 (H): 0.206, atom 39 (C): -0.497, atom 40 (O): -0.564, atom 41 (N): -1.228, atom 42 (H): 0.390, atom 43 (N): -0.035, atom 44 (N): -0.219, atom 45 (N): -0.787, atom 46 (C): -0.250, atom 47 (O): -0.880, atom 48 (C): -0.931, atom 49 (H): 0.166, atom 50 (O): -0.471

***

The relative energies come out as P 0.000; Q 14.026, with values in eV.